1.
Below is 28 unconnected molecules or ions with the total composition C12H64BF9N5O30 in a non-equilibrium geometry, with properties calculated with ωB97M-V/def2-TZVPD.

As for the charge: +1. The spin multiplicity is 1. For the LUMO energy, the calculation gives -3.3 eV. For the largest force on an atom, the calculation gives 1.25 eV Å⁻¹.

Cartesian coordinates (Å):
O -1.1789 1.3887 0.1013
B -0.5745 1.3428 1.3123
O -1.2099 1.5648 2.4860
O 0.8536 0.9406 1.3309
N 0.9842 -0.4023 1.2715
C 1.2211 -1.2984 2.2456
C 1.4661 -1.0245 3.6683
C 1.9264 -2.0671 4.4479
C 2.2025 -1.8263 5.7923
C 1.9908 -0.5380 6.2509
C 1.4977 0.4191 5.3752
N 1.2331 0.2277 4.0890
N 1.2381 -2.5012 1.6845
N 1.0332 -2.3591 0.3889
N 0.8911 -1.1110 0.1245
C 0.6424 -0.5932 -1.2333
C 1.8338 0.2666 -1.6764
C 1.5437 0.7969 -3.0685
F 0.3797 1.4891 -3.0405
F 1.3798 -0.2374 -3.9364
C 2.6698 1.7787 -3.5721
F 2.1818 3.0488 -3.5347
F 3.7124 1.7242 -2.7327
C 3.1420 1.5174 -5.0179
F 2.0864 1.4497 -5.8367
F 3.7974 0.3379 -5.0230
C 4.1182 2.6122 -5.5759
F 4.8747 3.1374 -4.6150
F 4.9294 2.0470 -6.4747
F 3.4332 3.5729 -6.1731
H -1.4825 2.3009 -0.0893
H -0.9505 2.4003 2.9232
H 2.0672 -3.0476 4.0160
H 2.5789 -2.6251 6.4173
H 2.1986 -0.2602 7.2739
H 1.3242 1.4159 5.7516
H -0.2982 -0.0577 -1.2512
H 0.6143 -1.4945 -1.8367
H 2.7172 -0.3708 -1.7000
H 1.9981 1.1119 -1.0128
O -1.2764 -2.8306 -1.6923
H -1.4365 -3.7821 -1.6730
H -2.1075 -2.4582 -1.3745
O -3.6381 -4.1483 -0.5239
H -3.8016 -5.0990 -0.5111
H -4.4642 -3.7566 -0.2155
O -0.3321 1.2516 7.5534
H -1.1065 0.6956 7.6861
H -0.6373 2.1312 7.8030
O -0.1939 4.2059 -2.0228
H -0.8631 4.1082 -2.7116
H 0.6365 4.0262 -2.4761
O -0.3089 3.1613 4.6994
H 0.0696 3.8257 5.2872
H -0.5349 2.4211 5.2789
O -1.2472 -4.7815 -3.9583
H -1.4033 -3.8450 -3.7863
H -0.4135 -4.7959 -4.4434
O 7.8390 2.1410 -4.5982
H 8.0654 2.9140 -5.1297
H 6.8804 2.1495 -4.5553
O 3.7422 1.1759 0.7987
H 2.8223 1.2096 1.0721
H 4.1672 1.8123 1.3891
O -2.8280 2.6270 -1.5351
H -2.9390 3.0806 -2.3865
H -3.2744 1.7767 -1.6307
O -4.1160 0.0941 0.3746
H -4.8391 0.7291 0.3271
H -3.4253 0.5622 0.8565
O -0.8774 5.9460 5.8220
H -0.4830 6.6898 5.3536
H -1.8230 6.0532 5.6576
O 2.6930 -4.6498 7.6742
H 2.2804 -4.4602 8.5233
H 2.8906 -5.5913 7.7096
O -3.7660 7.3254 5.7448
H -4.5628 6.7889 5.8061
H -4.0452 8.2015 6.0297
O 1.6142 -2.9920 -5.5725
H 1.5671 -2.0461 -5.4093
H 2.4483 -3.1213 -6.0358
O 7.9486 5.2434 -5.8891
H 8.1868 6.0048 -6.4276
H 6.9875 5.2723 -5.8483
O 3.5685 0.4026 -8.9009
H 3.9342 1.0067 -8.2477
H 3.5758 -0.4587 -8.4729
O -4.9048 -3.8716 -3.4254
H -4.2708 -4.1780 -4.0836
H -4.4420 -3.9926 -2.5879
O -4.9848 -6.9837 -4.4355
H -5.1689 -6.0396 -4.3670
H -4.1084 -7.0408 -4.8304
O -3.8825 2.3592 3.6000
H -3.7658 2.7957 4.4520
H -2.9889 2.0941 3.3616
O 1.1810 4.7744 7.7356
H 1.8959 5.3027 8.1037
H 0.8256 5.3030 7.0109
O -2.6433 3.7469 -4.1970
H -3.1068 4.1920 -4.9160
H -2.9949 2.8483 -4.2070
O 4.3095 2.6012 3.3510
H 3.3781 2.6057 3.5985
H 4.7370 3.2405 3.9308
O 6.6736 3.5774 1.9610
H 6.5803 4.1308 1.1795
H 6.1968 2.7695 1.7520
O -3.0828 2.3069 6.5902
H -3.8515 1.7402 6.7255
H -3.3872 3.1865 6.8417
O -7.3573 -9.2751 -4.3551
H -6.5586 -8.7520 -4.2042
H -7.3307 -9.4790 -5.2947
O -8.3785 -8.8267 -1.4793
H -7.5856 -8.3065 -1.3218
H -8.3517 -9.0267 -2.4233
O -5.9249 -11.7948 -3.1248
H -6.6608 -12.3861 -2.9403
H -6.2861 -10.9155 -2.9695

=====

2.
Below is a gas-phase ion, C5H8ClN2 (charge +1) in a non-equilibrium geometry, with properties calculated with ωB97M-V/def2-TZVPD.

The calculation puts the energy above the lowest of the compared OMol25 structures with the same formula, charge and spin at 267.0 kJ/mol. As for the charge: +1. The spin multiplicity is 1. For the LUMO energy, the calculation gives -5.1 eV. For the largest force on an atom, the calculation gives 3.55 eV Å⁻¹.

Cartesian coordinates (Å):
C -0.9137 1.0786 0.8398
N -1.0686 0.2166 -0.0794
C -1.9134 0.3183 -1.1912
C -0.3083 -0.9582 -0.1533
C 0.9498 -1.1723 0.2275
N 1.7271 -0.4294 0.9820
C 2.7293 0.2264 0.6848
Cl 3.4332 0.2704 -0.8557
H -0.4978 0.9392 1.8936
H -1.5554 1.9848 0.8260
H -2.6707 -0.5245 -1.1513
H -1.2425 0.1544 -2.0591
H -2.5717 1.2056 -1.1035
H -0.7911 -1.8963 -0.5428
H 1.3464 -2.2323 0.2737
H 3.3474 0.8186 1.4090

=====

3.
Below is a molecular structure, C25H30N5O2RuSi in a non-equilibrium geometry, with properties calculated with ωB97M-V/def2-TZVPD.

The calculation puts the energy above the lowest of the compared OMol25 structures with the same formula, charge and spin at 90.7 kJ/mol. As for the charge: +3. The spin multiplicity is 1. For the LUMO energy (spin up / spin down), the calculation gives -12.4 / -12.5 eV. For the largest force on an atom, the calculation gives 2.84 eV Å⁻¹.

Cartesian coordinates (Å):
Ru -0.9313 0.0103 0.4277
N -1.0051 -2.1171 1.4533
C -2.2258 -2.0788 2.2277
C -2.8398 -3.2185 2.7020
C -4.0258 -3.1329 3.4438
C -4.5862 -1.9151 3.7404
C -3.9631 -0.7243 3.3056
C -4.4568 0.5606 3.5977
C -3.7635 1.6722 3.1661
C -2.6282 1.5032 2.3726
N -2.1620 0.3103 2.0334
C -2.7757 -0.8086 2.5196
H -1.0050 -2.9424 0.8488
H -0.2065 -2.2274 2.0888
H -2.4075 -4.1882 2.4988
H -4.4920 -4.0410 3.7907
H -5.4981 -1.8567 4.3161
H -5.3747 0.6720 4.1556
H -4.0965 2.6678 3.4118
H -2.0776 2.3689 2.0116
O 5.2786 1.7385 -3.2059
C 5.6815 1.8166 -1.8938
N 4.5013 1.7965 -1.0769
C 4.5721 1.3283 0.1977
O 5.5980 0.8926 0.6602
C 3.3100 1.3082 1.0112
C 3.4523 1.3065 2.3991
C 2.3255 1.1512 3.1867
C 1.1049 0.9435 2.5668
N 0.9655 0.9367 1.2367
C 2.0387 1.1496 0.4717
H 6.0099 1.8976 -3.8217
H 6.2823 2.7268 -1.6858
H 6.3183 0.9662 -1.5689
H 3.6823 2.2468 -1.4614
H 4.4332 1.4206 2.8362
H 2.3963 1.1585 4.2622
H 0.2131 0.7803 3.1634
H 1.8763 1.1666 -0.5996
C -1.9235 2.0219 -1.3137
Si -1.9601 0.3186 -2.2305
C -2.2670 0.4251 -4.0883
C -3.1590 -0.8935 -1.3306
N -0.4343 -0.3085 -1.5508
C 0.6959 -0.7268 -2.1001
C 1.0120 -0.5129 -3.4721
C 2.1927 -0.9772 -3.9954
C 3.1185 -1.6395 -3.1877
C 2.8437 -1.8385 -1.8304
C 1.6586 -1.4046 -1.2941
H -2.9249 2.3945 -1.1246
H -1.3907 2.7735 -1.8920
H -1.3845 1.9484 -0.3367
H -3.3098 0.6953 -4.2345
H -2.1083 -0.5301 -4.5820
H -1.6678 1.1847 -4.5829
H -4.1901 -0.5781 -1.4498
H -2.9635 -0.9629 -0.2442
H -3.0825 -1.8970 -1.7441
H 0.3153 0.0360 -4.0813
H 2.4035 -0.8217 -5.0426
H 4.0368 -2.0077 -3.6188
H 3.5629 -2.3557 -1.2131
H 1.4073 -1.5896 -0.2501

=====

4.
Below is 2 unconnected molecules or ions with the total composition CH4N2O2 in a non-equilibrium geometry, with properties calculated with ωB97M-V/def2-TZVPD.

The calculation puts the energy above the lowest of the compared OMol25 structures with the same formula, charge and spin at 443.1 kJ/mol. The spin multiplicity is 1. For the LUMO energy, the calculation gives -0.5 eV. For the largest force on an atom, the calculation gives 4.31 eV Å⁻¹.

Cartesian coordinates (Å):
C 0.1813 -0.4150 0.1277
N 0.9313 0.4340 -0.7157
N -1.2253 -0.0369 0.0669
O -1.4419 1.1631 0.1177
O -2.0605 -0.9257 0.0022
H 0.1254 -1.4500 -0.1079
H 0.4859 -0.2150 1.7268
H 1.1464 1.3533 -0.2911
H 1.8574 0.0921 -0.9267

=====

5.
Below is C5H11NO in the gas phase, with properties calculated with ωB97M-V/def2-TZVPD.

The calculation puts the energy above the lowest of the compared OMol25 structures with the same formula, charge and spin at 192.0 kJ/mol. The spin multiplicity is 1. For the LUMO energy, the calculation gives 1.1 eV. For the largest force on an atom, the calculation gives 0.38 eV Å⁻¹.

Cartesian coordinates (Å):
C 0.8347 0.9500 -1.8104
C 0.3600 1.0937 -0.3884
C -1.0109 1.5254 -0.0033
N -0.6283 0.1316 0.0516
C -0.4179 -0.5306 1.3263
C 0.2790 -1.8568 1.0242
O -0.3593 -2.5458 -0.0238
H 1.5785 0.1465 -1.8689
H 1.2934 1.8690 -2.1878
H -0.0035 0.6811 -2.4607
H 1.1355 1.3453 0.3408
H -1.7454 1.7751 -0.7670
H -1.1223 2.0709 0.9346
H 0.1909 0.0690 2.0273
H -1.3939 -0.7039 1.7938
H 1.3382 -1.6655 0.7730
H 0.2542 -2.4998 1.9087
H -0.5828 -1.8554 -0.6702

=====

6.
Below is a molecular structure, C35H38MgN12Se in a non-equilibrium geometry, with properties calculated with ωB97M-V/def2-TZVPD.

The calculation puts the energy above the lowest of the compared OMol25 structures with the same formula, charge and spin at 287.4 kJ/mol. As for the charge: +2. The spin multiplicity is 1. For the LUMO energy, the calculation gives -6.1 eV. For the largest force on an atom, the calculation gives 2.88 eV Å⁻¹.

Cartesian coordinates (Å):
Mg 2.3032 0.5123 2.9963
N 5.0405 2.6514 5.7047
C 4.3189 1.7181 5.0619
N 3.7814 1.7676 3.8455
C 4.3433 2.7238 2.9674
N 4.1538 2.6145 1.6859
N 3.4483 1.4706 1.4427
C 3.4630 0.9424 0.2416
C 2.9134 -0.3727 0.1038
C 3.0313 -1.1355 -1.0985
C 2.6035 -2.4601 -1.0473
C 1.9539 -2.9994 0.0712
C 1.9049 -2.1619 1.1862
N 2.3740 -0.9138 1.2336
C 5.2242 3.7447 3.5681
C 5.7453 4.7584 2.7252
C 6.6195 5.6611 3.2718
C 6.9198 5.6514 4.6239
C 6.3312 4.7426 5.4858
C 5.4565 3.7912 4.9572
H 5.3582 2.4631 6.6604
H 4.0726 0.8052 5.5899
H 3.8592 1.4368 -0.6622
H 3.5457 -0.7185 -1.9558
H 2.7991 -3.0917 -2.0133
H 1.6581 -4.0327 0.1952
H 1.2935 -2.5685 2.0018
H 5.6332 4.6433 1.6432
H 7.0624 6.4245 2.6433
H 7.7167 6.3469 4.9598
H 6.4784 4.8212 6.5523
N 0.9956 -1.8048 6.4646
C 1.9853 -1.7735 5.5768
N 1.7010 -0.7899 4.6212
C 0.4549 -0.3607 5.0181
N -0.0349 -1.0188 6.1068
C -0.2986 0.7007 4.3326
C -1.4794 1.1875 4.9150
N -2.1226 2.2586 4.3770
C -1.4880 2.8650 3.3660
C -0.3567 2.3130 2.7359
N 0.3148 1.3013 3.2373
H 0.9687 -2.2166 7.3928
H 2.9104 -2.3022 5.6788
H -1.9781 0.6787 5.6953
H -1.9076 3.7952 3.0053
H -0.0178 2.7807 1.7693
C -5.2654 -3.8317 0.1375
C -4.1055 -3.6328 -0.8379
C -3.0658 -2.5049 -0.6125
C -3.4814 -1.1158 -1.0712
N -3.4675 -0.9059 -2.5575
C -2.3978 -0.3978 -3.2616
Se -0.7001 -0.1004 -2.6937
N -2.7969 -0.1914 -4.6094
C -2.0038 0.4516 -5.6741
C -1.6853 -0.4729 -6.8558
C -0.6963 -1.6127 -6.5252
C 0.7440 -1.1185 -6.2851
C -4.1581 -0.5101 -4.7151
C -5.0421 -0.4030 -5.8050
C -6.4055 -0.6981 -5.5948
C -6.8156 -1.1798 -4.3319
C -5.8905 -1.2958 -3.2417
C -4.5904 -0.8648 -3.4283
H -5.7162 -4.8073 -0.0667
H -6.0714 -3.1028 0.1626
H -4.9883 -3.8606 1.2017
H -4.5723 -3.4749 -1.8595
H -3.6065 -4.6174 -0.9286
H -2.0972 -2.7451 -1.1056
H -2.8981 -2.4403 0.4716
H -2.7636 -0.3745 -0.6455
H -4.5048 -0.8839 -0.7172
H -1.1469 0.8809 -5.1877
H -2.6433 1.2498 -6.0608
H -1.3696 0.0675 -7.7450
H -2.6057 -0.9430 -7.1684
H -0.6712 -2.2466 -7.3877
H -1.0931 -2.1316 -5.6448
H 1.0591 -0.3655 -7.0746
H 1.4363 -2.0028 -6.1843
H 0.8549 -0.5393 -5.3441
H -4.6217 -0.3800 -6.8270
H -7.1153 -0.5016 -6.4108
H -7.8812 -1.4192 -4.1199
H -6.2140 -1.8277 -2.3285